[1]
{
  "formula": "C2H4O3S",
  "method": "the ωB97M-V functional and the def2-TZVPD basis",
  "largest_force_ev_per_a": 3.8,
  "total_charge": 0,
  "e_homo_ev": -9.5535,
  "spin_multiplicity": 1,
  "orbital_gap_ev": 8.036,
  "de_lowest_ev": 4.575,
  "lumo_energy_ha": -0.05577,
  "species": ["C", "C", "O", "O", "O", "S", "H", "H", "H", "H"],
  "positions_angstrom": [[-0.38734, -0.09110, 0.99167], [0.74491, -0.44126, 0.26293], [-3.07109, -0.29541, 0.78971], [-1.57887, -1.00430, -1.19442], [-1.97270, 1.35744, -0.46917], [-1.92129, -0.19576, -0.04236], [0.82026, -1.47780, 0.36406], [1.65191, 0.20338, 0.71521], [0.50457, -0.58718, -0.87694], [-2.11889, 1.88081, 0.27571]],
  "atomic_forces_ev_per_a": [[-2.226, 1.029, 0.994], [1.561, 2.693, -2.040], [-0.310, -1.284, -0.066], [-1.421, 0.701, 0.457], [1.499, -1.897, -2.918], [1.579, 0.521, 0.391], [0.599, -2.287, 1.103], [-1.627, -2.003, -1.526], [1.030, 1.145, 1.342], [-0.685, 1.383, 2.262]],
  "nbo_charge": [-0.06, -0.88, -0.90, -0.91, -0.87, 2.22, 0.33, 0.28, 0.28, 0.51]
}

[2]
{
  "formula": "C4H13N2O",
  "method": "the ωB97M-V functional and the def2-TZVPD basis",
  "largest_force_ev_per_a": 2.4,
  "total_charge": 1,
  "e_homo_ev": -12.9031,
  "spin_multiplicity": 1,
  "orbital_gap_ev": 9.914,
  "de_lowest_ev": 2.891,
  "lumo_energy_ha": -0.10985,
  "species": ["C", "O", "C", "H", "H", "H", "H", "H", "H", "C", "C", "N", "N", "H", "H", "H", "H", "H", "H", "H"],
  "positions_angstrom": [[1.73902, -0.88160, 1.93862], [1.75477, 0.06738, 0.83183], [0.36069, -1.51445, 2.11412], [2.56841, -1.54570, 1.72385], [2.02080, -0.30390, 2.83342], [1.28340, 0.87562, 1.15361], [0.24080, -2.28860, 1.29273], [0.38332, -2.12741, 3.04983], [-0.42752, -0.74438, 2.03111], [-1.12408, 1.24459, -1.47587], [-1.00884, 0.08500, -0.81427], [0.22597, -0.66735, -1.05333], [-2.28373, 1.87952, -1.91261], [-0.16829, 1.77388, -1.69019], [-1.63956, -0.33326, -0.03849], [0.51562, -0.29933, -1.97604], [1.05245, -0.48156, -0.38017], [0.16986, -1.69139, -1.11410], [-3.12882, 1.66965, -1.35027], [-2.30505, 2.87087, -2.00394]],
  "atomic_forces_ev_per_a": [[0.066, 1.078, 0.563], [-0.301, 0.982, 0.893], [0.907, -1.544, -0.827], [-0.208, -0.424, 0.046], [-0.091, -0.310, -0.198], [0.637, -0.832, -0.497], [-0.229, 0.872, 0.804], [-0.487, 0.845, -0.592], [0.260, -0.557, 0.504], [-0.088, 1.158, -0.373], [-0.406, -0.403, 0.869], [1.533, 0.402, -1.154], [-0.564, -0.902, 2.136], [-0.754, -0.551, -0.886], [-0.455, -0.117, -0.713], [0.222, -0.858, 0.407], [-0.777, 0.378, 0.234], [-0.677, 0.430, -0.220], [0.643, -0.431, -0.691], [0.769, 0.783, -0.302]],
  "nbo_charge": [-0.08, -0.73, -0.65, 0.21, 0.19, 0.49, 0.19, 0.26, 0.21, 0.04, -0.22, -0.72, -0.75, 0.20, 0.23, 0.43, 0.46, 0.44, 0.39, 0.40]
}

[3]
{
  "formula": "C5H8N2O",
  "method": "the ωB97M-V functional and the def2-TZVPD basis",
  "largest_force_ev_per_a": 4.8,
  "total_charge": 0,
  "e_homo_ev": -9.3327,
  "spin_multiplicity": 1,
  "orbital_gap_ev": 9.025,
  "de_lowest_ev": 3.009,
  "lumo_energy_ha": -0.01130,
  "species": ["C", "C", "C", "C", "C", "O", "N", "N", "H", "H", "H", "H", "H", "H", "H", "H"],
  "positions_angstrom": [[-1.15347, 0.40883, 1.17530], [-0.15971, 0.16091, 0.06409], [-0.91569, 0.29979, -1.28917], [0.59223, -1.06578, 0.09728], [2.23920, -0.34691, -0.01972], [3.32123, -0.78301, -0.18774], [1.89547, 1.10140, 0.00381], [0.72110, 1.35766, 0.14384], [-1.76669, 1.43937, 1.08094], [-0.62548, 0.51788, 2.15869], [-1.92411, -0.46739, 1.44093], [-1.31854, 1.34015, -1.52803], [-1.76380, -0.43777, -1.32956], [-0.16365, 0.03541, -2.15684], [0.29272, -1.81188, -0.67907], [0.72919, -1.74865, 1.02525]],
  "atomic_forces_ev_per_a": [[-2.700, 0.399, 2.755], [-3.328, 1.206, -0.076], [0.693, -0.041, -2.016], [3.884, -2.685, 0.967], [-2.931, -1.022, -1.293], [-0.625, 0.100, 0.441], [1.959, 0.679, 0.703], [0.139, -0.459, -0.851], [1.411, -2.456, -0.165], [-0.165, -0.023, -0.784], [1.610, 1.818, -1.207], [0.591, -1.334, 0.687], [0.830, 0.716, 0.079], [-1.484, 0.470, 1.536], [0.826, 0.911, 0.193], [-0.710, 1.723, -0.969]],
  "nbo_charge": [-0.61, -0.07, -0.60, -0.55, 0.68, -0.47, -0.20, -0.02, 0.23, 0.22, 0.22, 0.24, 0.22, 0.21, 0.25, 0.25]
}

Number 1: calculated total energy -702.3254 Ha. Number 2: calculated total energy -344.6606 Ha. Number 3: calculated total energy -379.9776 Ha.